{"formula": "C8H3FO6", "method": "the ωB97M-V functional and the def2-TZVPD basis", "species": ["H", "C", "C", "O", "C", "C", "F", "C", "H", "O", "O", "C", "C", "C", "O", "O", "H", "O"], "coordinates": [[3.6217, 0.9153, 0.5963], [-1.4776, 1.7044, 0.7661], [1.0541, -1.5830, -0.2282], [-1.3798, 2.7448, 1.3241], [-0.8101, 1.2405, -0.5096], [0.5403, 0.6065, -0.2195], [-1.9194, -0.5239, -1.9151], [-1.3540, -0.1991, -0.7232], [2.0866, -3.1626, -0.1164], [1.1739, -2.9033, -0.2993], [2.7916, 1.3784, 0.4241], [-2.3015, -0.4238, 0.4588], [1.8387, 0.5000, 0.1213], [0.0395, -0.7186, -0.4378], [2.1643, -0.8414, 0.1082], [-2.2445, 0.6760, 1.2673], [-0.8560, 1.9619, -1.3203], [-2.9678, -1.3719, 0.7032]], "smiles": "O=C1OC(=O)[C@]2(F)c3c(O)oc(O)c3[C@H]12", "e_homo_ha": -0.31288, "orbital_gap_ev": 8.65, "lumo_energy_ev": 0.14}

{"formula": "C8H4Cl3F13Si", "method": "the ωB97M-V functional and the def2-TZVPD basis", "species": ["H", "F", "F", "F", "F", "C", "C", "H", "F", "H", "F", "C", "H", "C", "Cl", "Cl", "F", "F", "C", "F", "C", "F", "C", "F", "F", "C", "F", "Cl", "Si"], "coordinates": [[-2.2183, -0.9329, 0.7023], [2.1914, 0.0360, -2.7302], [-1.7083, 0.2524, 2.8179], [0.8755, 2.7943, 1.1556], [0.3735, 0.3694, 2.2276], [0.8451, 1.3551, -0.6927], [-0.8715, 0.3252, 1.7647], [-0.7214, -2.2094, 2.6242], [-2.1040, 1.3137, 0.0671], [-1.4147, -3.0446, 1.2242], [0.4823, 2.3667, -2.7700], [-1.1420, -0.9263, 0.8977], [-0.6267, -0.8496, -0.0775], [-1.1718, 1.6218, 0.9563], [1.6309, -4.5447, 1.9098], [2.4990, -1.4397, 1.5202], [0.3214, -1.0688, -2.4066], [0.9620, 0.1744, -0.1144], [0.0065, 2.2985, 0.2581], [-1.6432, 2.5176, 1.8327], [0.8891, 0.0619, -2.9155], [-1.0974, 1.0397, -2.0747], [-0.7162, -2.2334, 1.5478], [-0.5036, 3.2644, -0.4963], [0.5794, 0.2326, -4.2001], [0.2449, 1.2414, -2.1263], [2.0411, 1.9038, -0.8255], [1.0194, -3.1246, -1.0861], [0.9780, -2.7949, 1.0094]], "smiles": "FC(F)(F)C(F)(F)C(F)(F)C(F)(F)C(F)(F)C(F)(F)CC[Si](Cl)(Cl)Cl", "e_homo_ha": -0.41598, "orbital_gap_ev": 11.77, "lumo_energy_ev": 0.45, "e_above_lowest_kj_mol": 39.3}

{"formula": "C8H4Cl3NO3S", "method": "the ωB97M-V functional and the def2-TZVPD basis", "species": ["H", "C", "Cl", "O", "H", "S", "N", "O", "C", "C", "C", "H", "Cl", "C", "C", "O", "H", "C", "C", "Cl"], "coordinates": [[-2.6681, 0.6893, -1.0190], [0.8012, -0.6346, 0.0573], [1.4817, 0.4278, 3.2047], [-0.1819, -3.6954, -2.0295], [-2.1318, 2.4991, 1.2236], [0.8860, -2.6885, -1.8333], [-1.2768, 1.9527, 1.2541], [2.0083, -3.1773, -1.0085], [-0.2163, 2.2318, 2.1006], [0.2585, 0.4711, 0.7123], [-0.9852, 0.9197, 0.3752], [1.7787, -0.9848, 0.3602], [2.2983, 2.1668, 0.9982], [-1.1077, -0.7439, -1.4198], [-1.6635, 0.3267, -0.6881], [-0.3031, 3.1491, 2.9149], [-1.6652, -1.1078, -2.2941], [0.1327, -1.2351, -1.0254], [0.9518, 1.3268, 1.7669], [1.6025, -1.8934, -3.6504]], "smiles": "O=C1Nc2ccc(S(=O)(=O)Cl)cc2C1(Cl)Cl", "e_homo_ha": -0.35983, "orbital_gap_ev": 8.95, "lumo_energy_ev": -0.84, "e_above_lowest_kj_mol": 0.0}

Question: What is the formula in the first record?
Answer: C8H3FO6